The following is a quantum chemistry calculation of the molecule C6H13N, from the OMol25 dataset.

Results
Largest force on an atom: 0.23 eV/A
HOMO level (spin up / spin down): -0.2468 / -0.2468 Eh

Last columns: bonded neighbours and bond lengths (Å).
CARTESIAN COORDINATES (ANGSTROEM)
1 C -1.8855 1.6736 0.3601  C2 1.502, H8 1.100, H9 1.096, H10 1.102
2 C -0.7420 0.7873 0.7621  C1 1.502, N3 1.369, H11 1.085
3 N -0.4350 -0.3444 0.0553  C2 1.369, C4 1.452, C5 1.353
4 C -1.1941 -1.5781 -0.0478  N3 1.452, H12 1.096, H13 1.099, H14 1.094
5 C 0.8941 -0.1671 -0.1236  N3 1.353, C6 1.510, C7 1.506
6 C 1.8502 -1.2520 0.3097  C5 1.510, H15 1.096, H16 1.098, H17 1.102
7 C 1.4394 0.9136 -1.0194  C5 1.506, H18 1.093, H19 1.104, H20 1.099
8 H -2.7120 1.0767 -0.0536  C1 1.100
9 H -2.2751 2.2332 1.2186  C1 1.096
10 H -1.6170 2.4125 -0.4123  C1 1.102
11 H -0.2077 0.9710 1.6882  C2 1.085
12 H -1.0375 -2.0471 -1.0255  C4 1.096
13 H -0.9101 -2.2921 0.7383  C4 1.099
14 H -2.2556 -1.3424 0.0728  C4 1.094
15 H 2.8623 -0.8560 0.4517  C6 1.096
16 H 1.5350 -1.7209 1.2507  C6 1.098
17 H 1.9242 -2.0511 -0.4462  C6 1.102
18 H 0.6307 1.5390 -1.4077  C7 1.093
19 H 1.9851 0.4753 -1.8729  C7 1.104
20 H 2.1506 1.5691 -0.4985  C7 1.099